Record 1
C27H45BrN2OP2Pb | ωB97M-V/def2-TZVPD

CARTESIAN COORDINATES (ANGSTROEM)
N -7.17 5.57 -6.73
C -6.91 6.19 -5.58
C -6.12 5.63 -4.58
C -5.47 4.41 -4.83
C -5.78 3.74 -6.05
C -6.61 4.40 -6.96
C -4.53 3.82 -3.88
Pb 1.07 1.26 -1.15
P 5.60 -0.77 -1.03
C -3.64 2.84 -4.25
C -2.80 2.16 -3.33
C -1.72 1.43 -3.85
C -0.84 0.77 -2.99
C -1.16 0.69 -1.60
C -2.18 1.50 -1.08
C -3.04 2.17 -1.95
Br 1.35 -0.94 1.22
H -4.55 4.16 -2.85
H -3.53 2.53 -5.30
H -5.99 6.17 -3.63
H -5.40 2.75 -6.29
H -7.36 7.15 -5.44
H -6.85 3.93 -7.90
H -1.52 1.44 -4.92
H -3.92 2.72 -1.60
H 0.12 0.41 -3.40
H -2.33 1.64 -0.01
P -0.41 -1.83 -0.99
C 5.24 1.00 -0.84
C 6.47 1.84 -1.30
H 5.00 1.23 0.22
H 4.36 1.23 -1.46
H 6.41 2.88 -0.94
H 7.42 1.42 -0.93
H 6.53 1.88 -2.39
C 5.02 -1.30 -2.67
C 5.87 -2.42 -3.29
H 5.07 -0.41 -3.32
H 3.97 -1.62 -2.57
H 5.65 -2.52 -4.36
H 6.94 -2.24 -3.20
H 5.66 -3.40 -2.84
C 4.67 -1.76 0.19
C 5.55 -2.05 1.43
H 4.37 -2.72 -0.28
H 3.75 -1.22 0.49
H 5.06 -2.77 2.10
H 6.54 -2.46 1.15
H 5.73 -1.13 2.01
C -0.39 -3.33 0.16
C -1.53 -4.35 0.21
H -0.27 -2.85 1.14
H 0.57 -3.87 -0.02
H -2.45 -3.92 0.62
H -1.74 -4.78 -0.78
H -1.24 -5.18 0.86
C 0.59 -2.62 -2.37
C 0.02 -2.53 -3.79
H 0.74 -3.68 -2.10
H 1.57 -2.13 -2.30
H -0.67 -3.36 -3.99
H -0.49 -1.59 -4.00
H 0.84 -2.63 -4.52
C -2.12 -2.04 -1.69
C -3.15 -1.57 -0.67
H -2.29 -3.09 -1.97
H -2.19 -1.42 -2.59
H -3.94 -0.97 -1.14
H -3.67 -2.41 -0.19
H -2.72 -0.95 0.12
C -2.15 1.08 3.45
C -0.96 1.17 2.52
N 0.19 1.73 3.04
O -0.98 0.76 1.36
H -2.07 1.69 4.36
H -2.29 0.03 3.75
H -3.05 1.36 2.90
H 1.03 1.31 2.66
H 0.24 2.02 4.00

Values from the calculation:
DFT total energy ... -4689.44036 a.u.
Energy above the lowest of the compared OMol25 structures with the same formula, charge and spin ... 0.0 kcal per mole
Lowest unoccupied orbital energy (spin up / spin down) ... -0.277 / -0.318 hartree
Max |F| ... 3.54 eV Å⁻¹
Frontier orbital gap (spin up / spin down) ... 5.019 / 3.845 eV
Net charge ... +2

---

Record 2
C27H45Cl4LuO2P | ωB97M-V/def2-TZVPD

CARTESIAN COORDINATES (ANGSTROEM)
Lu -4.52 -1.34 0.66
Cl -3.31 -0.01 2.37
P 0.37 -0.16 -0.32
C 0.44 -1.04 1.37
H -0.33 -0.46 1.97
H 0.11 -2.09 1.23
C -0.88 1.15 -0.46
C -0.13 -1.65 -1.19
C -0.75 1.95 -1.76
H -1.84 0.59 -0.49
C -1.95 2.88 -1.93
H 0.16 2.57 -1.73
H -0.66 1.30 -2.64
C -2.18 3.78 -0.70
H -1.80 3.50 -2.82
H -2.85 2.26 -2.10
C -2.14 3.01 0.62
H -1.38 4.55 -0.69
H -3.13 4.31 -0.79
C -0.89 2.13 0.71
H -2.14 3.69 1.48
H -3.02 2.36 0.71
H -0.01 2.78 0.67
H -0.88 1.63 1.68
C 2.02 0.44 -0.77
C 1.02 -2.65 -1.20
H -0.93 -2.11 -0.55
C 0.48 -3.99 -1.70
H 1.82 -2.30 -1.89
H 1.46 -2.78 -0.22
C -0.11 -3.83 -3.10
H 1.27 -4.74 -1.67
H -0.34 -4.29 -1.02
C -1.23 -2.79 -3.11
H 0.71 -3.46 -3.78
H -0.45 -4.77 -3.48
C -0.79 -1.43 -2.54
H -1.65 -2.67 -4.11
H -2.04 -3.17 -2.45
H -0.09 -0.94 -3.24
H -1.67 -0.79 -2.44
C 2.34 1.81 -0.15
H 2.71 -0.30 -0.34
C 3.80 2.17 -0.39
H 1.69 2.58 -0.58
H 2.18 1.79 0.94
C 4.15 2.17 -1.89
H 3.98 3.17 0.04
H 4.42 1.46 0.15
C 3.68 0.89 -2.61
H 3.68 3.04 -2.36
H 5.24 2.29 -2.00
C 2.23 0.51 -2.30
H 3.79 1.02 -3.70
H 4.32 0.05 -2.32
H 1.55 1.25 -2.74
H 1.99 -0.46 -2.77
C 0.06 3.20 4.04
C 1.60 -1.14 2.02
H 0.78 3.87 3.53
C 1.62 -1.10 3.52
H 2.57 -1.16 1.49
C 0.32 -0.74 4.30
H 1.83 -2.14 3.78
H 2.49 -0.51 3.83
C -0.30 0.63 4.29
H -0.46 -1.44 3.95
H 0.51 -1.12 5.33
C 0.51 1.92 4.40
H -1.08 0.76 3.53
H -0.90 0.65 5.21
H -0.13 2.70 5.14
H 1.54 1.82 4.71
Cl -5.16 -5.12 0.38
C -4.40 -3.67 0.43
Cl -4.39 -0.15 -1.49
Cl -6.72 -1.51 1.61
C -2.97 -3.65 0.20
O -2.20 -4.57 -0.10
O -2.58 -2.36 0.37

Values from the calculation:
DFT total energy ... -4623.97997 a.u.
Energy above the lowest of the compared OMol25 structures with the same formula, charge and spin ... 0.0 kcal per mole
Lowest unoccupied orbital energy (spin up / spin down) ... 0.070 / 0.070 hartree
Max |F| ... 6.60 eV Å⁻¹
Frontier orbital gap (spin up / spin down) ... 5.559 / 6.338 eV
Net charge ... -1

---

Record 3
C27H45ClF5PY | ωB97M-V/def2-TZVPD

CARTESIAN COORDINATES (ANGSTROEM)
Y 0.00 0.00 0.00
P 0.10 0.57 -2.28
Cl 0.84 2.21 0.32
C -1.70 0.66 0.13
H -2.63 0.08 0.10
H -1.82 1.73 0.33
C 1.92 0.81 -2.54
C -0.74 2.21 -2.55
C 2.47 0.90 -3.98
H 2.07 1.78 -2.04
C 3.96 1.26 -3.95
H 2.34 -0.06 -4.48
H 1.91 1.65 -4.56
C 4.76 0.23 -3.14
H 4.34 1.31 -4.98
H 4.09 2.25 -3.51
C 4.21 0.10 -1.72
H 4.71 -0.75 -3.64
H 5.82 0.52 -3.11
C 2.71 -0.23 -1.73
H 4.75 -0.67 -1.16
H 4.34 1.05 -1.18
H 2.56 -1.23 -2.16
H 2.35 -0.27 -0.69
C -0.59 -0.55 -3.62
C -2.26 2.06 -2.74
H -0.58 2.67 -1.57
C -2.94 3.44 -2.64
H -2.49 1.63 -3.72
H -2.67 1.38 -1.98
C -2.34 4.42 -3.65
H -4.02 3.33 -2.79
H -2.80 3.83 -1.62
C -0.82 4.55 -3.47
H -2.56 4.07 -4.67
H -2.82 5.40 -3.54
C -0.13 3.18 -3.57
H -0.41 5.23 -4.21
H -0.61 4.97 -2.48
H -0.23 2.80 -4.60
H 0.94 3.30 -3.38
C 0.11 -1.92 -3.70
H -1.62 -0.71 -3.29
C -0.64 -2.86 -4.65
H 1.13 -1.79 -4.05
H 0.17 -2.38 -2.71
C -0.77 -2.26 -6.05
H -0.13 -3.83 -4.70
H -1.64 -3.06 -4.24
C -1.42 -0.87 -5.99
H 0.23 -2.17 -6.50
H -1.35 -2.92 -6.70
C -0.66 0.06 -5.04
H -1.47 -0.42 -6.99
H -2.46 -0.97 -5.63
H 0.36 0.21 -5.42
H -1.14 1.04 -5.02
C 0.10 -2.44 -0.21
C -1.21 -2.07 -0.44
H 0.82 -2.35 -1.03
C -2.30 -2.45 0.54
H -1.53 -1.79 -1.44
C -1.74 -2.80 1.92
H -3.05 -1.65 0.61
H -2.84 -3.32 0.12
C -0.63 -3.85 1.77
H -1.33 -1.90 2.39
H -2.55 -3.18 2.56
C 0.54 -3.32 0.93
H -0.26 -4.16 2.76
H -1.06 -4.75 1.30
H 1.24 -2.77 1.56
H 1.09 -4.15 0.49
F 0.59 1.41 2.85
C 0.73 0.08 2.50
F 2.09 -0.17 2.42
C 0.25 -0.64 3.77
F 0.95 -0.15 4.85
F -1.09 -0.37 4.00
F 0.49 -1.99 3.73

Values from the calculation:
DFT total energy ... -2394.89496 a.u.
Energy above the lowest of the compared OMol25 structures with the same formula, charge and spin ... 75.0 kcal per mole
Lowest unoccupied orbital energy ... 0.091 hartree
Max |F| ... 9.60 eV Å⁻¹
Frontier orbital gap ... 5.460 eV
Net charge ... -1

---

Record 4
C27H45ClLaN3P | ωB97M-V/def2-TZVPD

CARTESIAN COORDINATES (ANGSTROEM)
La 2.71 -1.44 -0.21
P -0.68 -0.23 0.01
Cl 2.02 -0.45 2.46
C 1.72 -3.33 -1.43
H 2.80 -3.31 -1.71
H 1.27 -2.29 -1.79
C -1.64 0.74 1.32
C -1.36 -1.97 -0.16
C -1.54 0.07 2.70
H -1.04 1.67 1.36
C -2.06 1.00 3.81
H -2.12 -0.87 2.71
H -0.49 -0.19 2.90
C -3.47 1.52 3.52
H -2.04 0.47 4.76
H -1.37 1.85 3.89
C -3.63 2.08 2.11
H -4.20 0.71 3.67
H -3.73 2.30 4.25
C -3.09 1.14 1.02
H -4.68 2.30 1.90
H -3.08 3.03 2.04
H -3.72 0.24 0.97
H -3.17 1.65 0.04
C -1.13 0.57 -1.63
C -2.78 -2.19 0.32
H -1.29 -2.16 -1.24
C -3.21 -3.64 0.06
H -2.84 -1.98 1.40
H -3.47 -1.50 -0.19
C -2.25 -4.66 0.68
H -4.21 -3.79 0.47
H -3.26 -3.80 -1.02
C -0.80 -4.41 0.33
H -2.35 -4.64 1.77
H -2.52 -5.67 0.35
C -0.39 -2.95 0.51
H -0.12 -5.03 0.93
H -0.59 -4.67 -0.72
H -0.20 -2.70 1.58
H 0.58 -2.95 -0.07
C -0.90 2.09 -1.58
H -0.37 0.13 -2.31
C -1.16 2.76 -2.94
H -1.54 2.55 -0.82
H 0.14 2.30 -1.28
C -2.53 2.39 -3.53
H -1.08 3.84 -2.83
H -0.38 2.45 -3.64
C -2.78 0.88 -3.55
H -3.32 2.88 -2.94
H -2.61 2.79 -4.54
C -2.51 0.19 -2.20
H -3.81 0.67 -3.86
H -2.12 0.42 -4.31
H -3.30 0.47 -1.50
H -2.59 -0.89 -2.34
C 2.73 1.63 0.29
C 3.76 0.83 0.12
H 1.66 1.26 0.39
C 4.40 0.77 -1.28
H 4.35 0.40 0.95
C 5.16 2.10 -1.26
H 5.04 -0.10 -1.42
H 3.66 0.72 -2.08
C 4.23 3.30 -0.94
H 5.91 2.00 -0.47
H 5.75 2.29 -2.17
C 3.09 3.05 0.10
H 4.84 4.14 -0.60
H 3.78 3.66 -1.87
H 3.42 3.29 1.13
H 2.27 3.80 -0.02
N 4.70 -2.25 1.19
C 5.77 -2.31 1.70
N 6.89 -2.41 2.30
C 7.95 -1.63 2.25
N 8.95 -1.01 2.21

Values from the calculation:
DFT total energy ... -2053.07344 a.u.
Energy above the lowest of the compared OMol25 structures with the same formula, charge and spin ... 0.0 kcal per mole
Lowest unoccupied orbital energy (spin up / spin down) ... 0.073 / 0.073 hartree
Max |F| ... 7.44 eV Å⁻¹
Frontier orbital gap (spin up / spin down) ... 5.855 / 5.261 eV
Net charge ... -1

---

Record 5
C27H45O16 | ωB97M-V/def2-TZVPD

CARTESIAN COORDINATES (ANGSTROEM)
C 3.39 1.65 1.44
C 3.34 1.24 -0.04
C 3.32 2.40 -1.03
C 2.03 3.27 -1.13
C 0.82 2.87 -0.27
C 0.66 3.68 1.03
C -0.10 4.99 0.95
C 0.56 6.03 1.82
C -1.52 4.80 1.41
C -2.47 3.98 0.51
C -3.30 2.91 1.23
C -2.64 1.55 1.12
O -3.34 0.61 1.95
H 2.40 1.93 1.81
H 3.76 0.83 2.06
H 4.04 2.51 1.58
H 2.48 0.59 -0.21
H 4.22 0.62 -0.26
H 4.17 3.05 -0.81
H 3.51 1.98 -2.02
H 1.73 3.27 -2.18
H 2.25 4.31 -0.89
H -0.08 3.06 -0.87
H 0.84 1.79 -0.08
H 0.20 3.00 1.80
H 1.67 3.87 1.43
H 1.61 6.18 1.56
H 0.54 5.77 2.92
H 0.06 7.01 1.73
H -1.54 4.31 2.43
H -1.97 5.79 1.58
H -1.85 3.49 -0.25
H -3.13 4.64 -0.05
H -4.32 2.83 0.85
H -3.38 3.15 2.30
H -2.67 1.21 0.08
H -1.58 1.63 1.42
H -2.96 -0.26 1.79
C 1.90 -2.74 3.76
C 1.36 -1.33 3.91
O 1.41 -0.84 2.57
C 1.41 -1.88 1.71
O 1.30 -1.79 0.54
O 1.56 -3.04 2.39
H 1.44 -3.48 4.40
H 2.98 -2.78 3.87
H 0.32 -1.32 4.24
H 1.96 -0.68 4.54
C -8.55 3.20 -0.05
C -7.04 2.96 0.02
O -6.57 3.80 -1.05
C -7.48 4.76 -1.30
O -7.33 5.68 -2.03
O -8.63 4.51 -0.61
H -9.04 3.20 0.92
H -9.04 2.50 -0.73
H -6.61 3.31 0.96
H -6.74 1.94 -0.18
C 3.10 -6.88 1.52
C 1.68 -6.42 1.78
O 1.62 -6.46 3.22
C 2.87 -6.36 3.71
O 3.14 -6.19 4.86
O 3.78 -6.49 2.72
H 3.57 -6.40 0.66
H 3.18 -7.96 1.42
H 1.51 -5.40 1.45
H 0.92 -7.07 1.38
C 2.86 -8.92 -3.73
C 3.83 -9.23 -2.60
O 3.69 -8.09 -1.76
C 2.50 -7.50 -2.01
O 2.04 -6.61 -1.37
O 1.91 -8.07 -3.09
H 2.34 -9.79 -4.13
H 3.34 -8.36 -4.54
H 3.54 -10.12 -2.04
H 4.87 -9.32 -2.91
C -1.19 2.41 -4.31
C -1.24 1.49 -5.52
O 0.12 1.48 -5.96
C 0.92 1.82 -4.90
O 2.10 1.75 -4.91
O 0.16 2.25 -3.87
H -1.85 2.13 -3.50
H -1.35 3.46 -4.57
H -1.53 0.47 -5.25
H -1.86 1.85 -6.33

Values from the calculation:
DFT total energy ... -2259.61885 a.u.
Energy above the lowest of the compared OMol25 structures with the same formula, charge and spin ... 0.0 kcal per mole
Lowest unoccupied orbital energy ... 0.052 hartree
Max |F| ... 0.20 eV Å⁻¹
Frontier orbital gap ... 2.507 eV
Net charge ... -1

---

Record 6
C27H45ORuSi4Te | ωB97M-V/def2-TZVPD

CARTESIAN COORDINATES (ANGSTROEM)
C 0.60 -2.14 -0.54
C -0.38 -2.73 -1.37
C -0.12 -2.37 -2.70
H -1.18 -3.38 -1.04
C 1.05 -1.52 -2.74
C 1.54 -1.42 -1.37
H 2.52 -1.08 -1.08
H 0.70 -2.27 0.54
H -0.66 -2.74 -3.57
H 1.63 -1.23 -3.63
C 0.11 2.50 -2.69
C 0.40 2.51 -1.30
C 1.58 1.71 -1.08
H -0.17 3.03 -0.54
C 2.01 1.21 -2.38
C 1.08 1.69 -3.35
H 1.19 1.54 -4.42
H -0.74 2.98 -3.17
H 2.11 1.57 -0.14
H 2.92 0.68 -2.61
Ru 0.25 0.16 -1.75
O -0.79 0.15 -4.04
C -1.91 -0.43 -4.72
C -0.59 -0.74 -5.34
H -2.39 -1.25 -4.19
H -2.51 0.30 -5.26
H -0.18 -1.73 -5.16
H 1.01 -1.76 -7.23
C 0.66 -0.75 -7.48
C -0.12 -0.05 -6.54
C -0.53 1.27 -6.83
H -1.09 1.83 -6.08
C -0.24 1.83 -8.07
H -0.55 2.85 -8.31
C 0.46 1.09 -9.04
H 0.65 1.50 -10.04
C 0.92 -0.20 -8.73
H 1.48 -0.78 -9.46
C -3.70 -0.56 3.49
Si -2.02 -1.24 3.99
C -1.95 -1.07 5.87
C -1.82 -3.07 3.56
Si -0.44 -0.04 2.71
Te -1.38 0.26 0.30
Si -0.40 2.12 3.66
C 0.05 2.06 5.50
C 0.91 3.08 2.71
C -2.08 2.95 3.52
Si 1.61 -1.02 3.38
C 1.70 -1.13 5.27
C 1.79 -2.79 2.75
C 3.02 0.08 2.76
H -4.46 -1.10 4.08
H -3.90 -0.73 2.42
H -3.81 0.51 3.69
H -2.76 -1.69 6.27
H -1.01 -1.43 6.32
H -2.12 -0.05 6.21
H -1.66 -3.25 2.49
H -0.98 -3.53 4.11
H -2.74 -3.59 3.86
H 1.13 1.89 5.66
H -0.20 3.04 5.92
H -0.50 1.30 6.06
H 0.74 3.05 1.62
H 0.86 4.12 3.03
H 1.93 2.71 2.90
H -2.39 3.09 2.48
H -2.88 2.40 4.04
H -2.00 3.95 3.98
H 0.88 -1.71 5.71
H 2.63 -1.68 5.51
H 1.75 -0.16 5.77
H 2.20 -2.80 1.73
H 2.50 -3.32 3.40
H 0.85 -3.35 2.75
H 2.85 0.44 1.74
H 3.18 0.94 3.42
H 3.94 -0.53 2.76

Values from the calculation:
DFT total energy ... -2651.76813 a.u.
2S+1 ... 6
Lowest unoccupied orbital energy (spin up / spin down) ... 0.016 / -0.048 hartree
Expectation value of S² ... 8.79
Max |F| ... 4.52 eV Å⁻¹
Frontier orbital gap (spin up / spin down) ... 5.994 / 5.265 eV
Net charge ... 0